Record 1
60
Properties=species:S:1:pos:R:3 method="wB97M-V/def2-TZVPD" homo_energy_ev=-7.993 orbital_gap_ev=8.7 mol_weight_g_mol=400.6 lumo_energy_ev=0.690 relative_energy_kj_mol=52.3 smiles="CSC[C@@H](C)N1CCC(n2nccc2NC(=O)CCCc2ccccc2)CC1"
C 4.82 -3.07 0.11
H 5.36 -3.03 -0.83
H 5.24 -3.84 0.75
H 3.76 -3.23 -0.06
S 5.05 -1.45 0.90
C 4.30 -1.76 2.53
H 4.93 -2.47 3.06
H 4.36 -0.80 3.04
C 2.86 -2.27 2.47
N 2.15 -1.72 1.34
C 1.92 -0.29 1.36
C 1.60 0.18 -0.06
H 1.45 1.26 -0.07
H 2.43 -0.07 -0.72
C 0.34 -0.53 -0.56
N 0.06 -0.15 -1.92
C -1.11 0.26 -2.47
C -0.85 0.53 -3.81
C 0.50 0.22 -3.97
N 1.03 -0.18 -2.83
H 1.10 0.28 -4.85
H -1.55 0.88 -4.54
N -2.31 0.45 -1.78
C -2.93 -0.44 -0.95
O -2.50 -1.55 -0.72
C -4.19 0.11 -0.30
H -4.72 0.77 -0.99
H -4.82 -0.75 -0.08
C -3.84 0.85 1.01
H -2.86 0.53 1.35
H -4.56 0.56 1.78
C -3.88 2.38 0.89
C -2.89 2.91 -0.11
C -1.53 2.88 0.16
C -0.62 3.33 -0.77
C -1.05 3.82 -1.99
C -2.40 3.88 -2.27
C -3.32 3.43 -1.33
H -4.38 3.49 -1.54
H -2.75 4.28 -3.21
H -0.33 4.17 -2.72
H 0.44 3.30 -0.55
H -1.19 2.49 1.11
H -3.67 2.80 1.87
H -4.89 2.69 0.60
H -2.79 1.30 -2.01
C 0.55 -2.04 -0.46
C 0.94 -2.42 0.96
H 0.10 -2.18 1.64
H 1.13 -3.50 1.02
H 1.35 -2.32 -1.15
H -0.37 -2.56 -0.74
H -0.52 -0.24 0.05
H 1.09 -0.01 2.03
H 2.82 0.22 1.70
C 2.19 -2.05 3.84
H 2.14 -0.98 4.07
H 2.76 -2.54 4.62
H 1.18 -2.45 3.84
H 2.90 -3.36 2.30

***

Record 2
61
Properties=species:S:1:pos:R:3 method="wB97M-V/def2-TZVPD" homo_energy_ev=-8.806 orbital_gap_ev=9.2 mol_weight_g_mol=396.5 lumo_energy_ev=0.440 relative_energy_kj_mol=174.9 smiles="CC1CCN(Cc2ccc(-c3nnn(CC(=O)NC4CCCCC4)n3)cc2)CC1"
C -5.57 -2.57 0.51
H -5.40 -3.05 1.47
H -4.96 -3.07 -0.24
C -5.19 -1.09 0.58
C -3.73 -0.90 0.97
C -3.37 0.58 0.99
N -3.60 1.17 -0.32
C -3.10 2.53 -0.38
C -1.60 2.56 -0.29
C -0.94 3.48 0.52
C 0.44 3.48 0.60
C 1.18 2.56 -0.14
C 0.52 1.64 -0.96
C -0.85 1.65 -1.03
H -1.37 0.94 -1.66
H 1.10 0.94 -1.53
C 2.62 2.53 -0.01
N 3.41 1.63 -0.60
N 4.61 1.97 -0.16
N 4.57 3.00 0.65
N 3.35 3.37 0.75
C 5.79 1.24 -0.47
H 6.63 1.73 0.02
H 5.95 1.24 -1.55
C 5.72 -0.23 0.01
O 6.65 -0.76 0.56
N 4.56 -0.82 -0.30
H 3.82 -0.24 -0.70
C 4.18 -2.14 0.14
C 3.50 -2.91 -1.00
C 2.14 -2.30 -1.36
C 1.23 -2.25 -0.14
C 1.89 -1.45 0.99
C 3.24 -2.06 1.35
H 3.09 -3.07 1.74
H 3.72 -1.47 2.14
H 1.24 -1.45 1.86
H 2.02 -0.41 0.67
H 0.28 -1.79 -0.40
H 1.03 -3.26 0.21
H 1.68 -2.91 -2.14
H 2.28 -1.30 -1.76
H 3.36 -3.94 -0.69
H 4.16 -2.90 -1.88
H 5.10 -2.65 0.43
H 0.96 4.19 1.23
H -1.51 4.19 1.09
H -3.54 3.17 0.40
H -3.40 2.95 -1.35
C -5.00 1.07 -0.67
C -5.43 -0.39 -0.75
H -4.83 -0.88 -1.53
H -6.48 -0.45 -1.04
H -5.14 1.55 -1.65
H -5.64 1.60 0.06
H -2.31 0.70 1.24
H -3.97 1.09 1.77
H -3.10 -1.41 0.24
H -3.53 -1.34 1.95
H -5.82 -0.61 1.34
H -6.61 -2.68 0.24

***

Record 3
63
Properties=species:S:1:pos:R:3 method="wB97M-V/def2-TZVPD" homo_energy_ev=-12.567 orbital_gap_ev=5.0 mol_weight_g_mol=440.6 charge=+2 lumo_energy_ev=-7.579 relative_energy_kj_mol=613.1
C 5.56 -4.63 -2.74
Si 4.17 -3.29 -2.79
C 4.17 -2.20 -4.37
C 4.34 -2.07 -1.28
C 2.42 -4.19 -2.67
N 1.89 -4.24 -1.34
N 0.71 -4.79 -1.27
C 0.19 -5.23 -2.53
C -1.35 -5.89 -2.45
C -2.42 -5.17 -3.47
C -3.07 -3.76 -2.89
C -1.97 -2.60 -2.52
O -2.51 -1.23 -2.45
C -1.31 -0.40 -2.10
O -0.96 -0.23 -0.80
N 0.74 -5.21 -3.85
N 1.93 -4.66 -3.92
H 6.54 -4.21 -3.22
H 5.72 -4.92 -1.60
H 5.13 -5.58 -3.31
H 4.35 -2.88 -5.33
H 5.02 -1.37 -4.35
H 3.13 -1.65 -4.58
H 3.33 -2.02 -0.67
H 4.60 -0.97 -1.60
H 5.20 -2.43 -0.55
H -1.81 -5.77 -1.35
H -1.26 -7.04 -2.64
H -3.33 -5.92 -3.57
H -1.99 -5.06 -4.58
H -3.80 -3.97 -1.98
H -3.74 -3.31 -3.77
H -1.50 -2.88 -1.47
H -1.16 -2.61 -3.39
H -0.60 0.09 -2.93
C 1.01 2.93 -0.83
N 0.29 3.37 0.38
C -0.73 2.62 0.85
C -1.41 2.99 2.02
C -1.03 4.14 2.72
C 0.01 4.90 2.18
C 0.66 4.50 1.01
C -1.68 4.53 3.98
C -0.93 4.69 5.15
C -1.54 5.11 6.33
N -2.86 5.38 6.37
C -3.62 5.22 5.26
C -3.06 4.80 4.06
C -3.48 5.87 7.61
H 0.29 2.82 -1.64
H 1.49 1.97 -0.59
H 1.77 3.67 -1.10
H -0.99 1.72 0.30
H -2.21 2.35 2.38
H 0.33 5.82 2.67
H 1.47 5.08 0.59
H 0.14 4.48 5.16
H -0.97 5.24 7.25
H -4.68 5.45 5.35
H -3.70 4.70 3.18
H -4.30 5.19 7.87
H -3.86 6.88 7.41
H -2.74 5.91 8.41

***

Record 4
56
Properties=species:S:1:pos:R:3 method="wB97M-V/def2-TZVPD" homo_energy_ev=-7.310 orbital_gap_ev=7.5 mol_weight_g_mol=328.5 lumo_energy_ev=0.166 relative_energy_kj_mol=1.4
C -2.49 2.95 -5.32
C -2.89 2.42 -3.97
O -2.57 1.34 -3.53
O -3.63 3.31 -3.30
C -4.02 2.94 -1.97
C -2.86 2.86 -1.03
C -2.04 3.88 -0.73
C -0.90 3.73 0.15
C -0.29 2.57 0.47
C 0.84 2.51 1.34
C 1.55 1.41 1.70
C 1.23 0.09 1.22
C 1.90 -1.04 1.52
C 1.54 -2.36 1.02
C 1.25 -2.59 -0.27
C 1.40 -1.57 -1.36
H 0.42 -1.18 -1.66
H 2.02 -0.73 -1.05
H 1.84 -2.04 -2.23
C 0.79 -3.93 -0.78
C 0.25 -4.80 0.34
C 1.27 -4.84 1.46
H 2.22 -5.21 1.05
H 0.96 -5.53 2.25
C 1.51 -3.46 2.08
C 0.38 -3.13 3.07
H 0.36 -3.85 3.88
H 0.53 -2.14 3.50
H -0.59 -3.13 2.58
C 2.84 -3.52 2.85
H 2.95 -2.67 3.53
H 3.68 -3.53 2.16
H 2.87 -4.43 3.45
H 0.05 -5.81 -0.03
H -0.69 -4.39 0.71
H 1.63 -4.44 -1.26
H 0.03 -3.77 -1.54
H 2.72 -1.00 2.22
H 0.37 0.00 0.57
C 2.72 1.56 2.63
H 2.85 2.59 2.92
H 3.63 1.21 2.15
H 2.56 0.97 3.53
H 1.15 3.46 1.76
H -0.64 1.66 0.03
H -0.51 4.66 0.56
C -2.24 5.27 -1.27
H -2.52 5.94 -0.45
H -3.01 5.30 -2.03
H -1.31 5.64 -1.70
H -2.69 1.89 -0.60
H -4.74 3.72 -1.68
H -4.53 1.97 -2.01
H -1.55 3.49 -5.21
H -2.34 2.13 -6.01
H -3.25 3.64 -5.69

***

Record 5
56
Properties=species:S:1:pos:R:3 method="wB97M-V/def2-TZVPD" homo_energy_ev=-7.525 orbital_gap_ev=7.6 mol_weight_g_mol=328.5 lumo_energy_ev=0.119 relative_energy_kj_mol=2.8 smiles="CC(=O)OC/C=C(C)/C=C/C=C(C)/C=C/C1=C(C)CCCC1(C)C"
C 4.69 7.03 -0.03
C 4.84 5.76 -0.83
O 5.83 5.07 -0.84
O 3.74 5.52 -1.54
C 3.71 4.34 -2.37
C 2.72 3.35 -1.84
C 2.97 2.37 -0.95
C 1.87 1.50 -0.58
C 1.94 0.49 0.31
C 0.87 -0.39 0.70
C -0.17 -0.85 -0.04
C -1.16 -1.67 0.61
C -2.29 -2.14 0.05
C -3.27 -2.96 0.76
C -3.76 -2.62 1.96
C -4.71 -3.49 2.73
C -4.66 -4.93 2.26
C -4.83 -4.95 0.75
H -5.77 -4.45 0.50
H -4.90 -5.98 0.38
C -3.68 -4.23 0.03
C -2.45 -5.15 -0.05
H -2.69 -6.05 -0.61
H -1.63 -4.64 -0.54
H -2.12 -5.44 0.94
C -4.15 -3.92 -1.40
H -4.87 -3.11 -1.40
H -4.63 -4.80 -1.83
H -3.32 -3.65 -2.05
H -5.46 -5.51 2.73
H -3.71 -5.38 2.53
H -5.72 -3.10 2.62
H -4.46 -3.43 3.79
C -3.46 -1.32 2.64
H -4.38 -0.91 3.07
H -3.03 -0.59 1.96
H -2.76 -1.47 3.47
H -2.49 -1.95 -0.99
H -0.96 -1.91 1.64
C -0.30 -0.58 -1.51
H 0.65 -0.28 -1.94
H -1.04 0.20 -1.70
H -0.63 -1.49 -2.02
H 0.93 -0.74 1.72
H 2.87 0.32 0.85
H 0.92 1.73 -1.04
C 4.31 2.12 -0.34
H 4.23 2.15 0.75
H 5.04 2.86 -0.63
H 4.67 1.14 -0.62
H 1.71 3.48 -2.21
H 4.72 3.93 -2.43
H 3.40 4.69 -3.36
H 5.20 6.92 0.92
H 5.17 7.84 -0.58
H 3.64 7.26 0.12

***

Record 6
62
Properties=species:S:1:pos:R:3 method="wB97M-V/def2-TZVPD" homo_energy_ev=-13.344 orbital_gap_ev=6.7 mol_weight_g_mol=628.1 charge=+2 lumo_energy_ev=-6.663
C -1.34 3.82 -3.36
C -0.41 3.63 -4.47
H -1.16 4.76 -2.82
H -2.39 3.83 -3.67
C 0.35 2.52 -4.70
C 0.35 1.33 -3.87
H 1.12 1.28 -3.09
H 0.29 0.38 -4.42
C -0.31 4.79 -5.41
H -1.05 5.56 -5.13
H -0.51 4.51 -6.46
H 0.68 5.27 -5.38
C 1.31 2.50 -5.85
H 2.02 3.34 -5.83
H 0.80 2.50 -6.82
H 1.91 1.57 -5.80
Sn -1.23 -0.40 1.23
O -0.57 0.38 -0.69
C -1.04 0.18 -1.85
O -1.03 -2.21 -0.22
C -1.35 -2.22 -1.43
O -1.74 -3.30 -2.06
N -1.41 -1.10 -2.25
C -2.29 -2.89 -3.37
C -1.88 -1.47 -3.59
H -3.38 -2.97 -3.31
H -1.89 -3.57 -4.11
H -2.70 -0.83 -3.90
H -1.06 -1.38 -4.31
C -1.23 1.27 -2.77
C -1.25 2.60 -2.13
H -1.98 1.09 -3.55
H -0.33 2.81 -1.57
H -2.13 2.73 -1.50
C 0.57 2.14 5.06
As 0.54 0.69 3.75
C 2.39 0.85 3.12
C 0.81 -0.87 4.97
C 1.05 -0.72 6.33
C 1.13 -1.86 7.15
C 1.00 -3.14 6.60
C 0.81 -3.30 5.22
C 0.71 -2.17 4.42
As 0.36 -2.37 2.47
C -1.07 -3.70 2.55
C 1.91 -3.42 1.90
H 0.52 3.07 4.49
H 1.49 2.09 5.66
H -0.32 2.04 5.69
H 3.03 1.06 3.98
H 2.68 -0.08 2.62
H 2.40 1.69 2.41
H 1.17 0.27 6.77
H 1.28 -1.74 8.23
H 1.05 -4.02 7.24
H 0.73 -4.30 4.79
H -1.94 -3.24 3.03
H -1.31 -3.97 1.51
H -0.71 -4.55 3.13
H 1.97 -4.33 2.51
H 2.80 -2.79 2.03
H 1.75 -3.65 0.84